{
  "formula": "H26HeO13",
  "method": "ωB97M-V/def2-TZVPD",
  "symbols": ["O", "O", "O", "O", "O", "O", "O", "O", "O", "O", "O", "O", "O", "He", "H", "H", "H", "H", "H", "H", "H", "H", "H", "H", "H", "H", "H", "H", "H", "H", "H", "H", "H", "H", "H", "H", "H", "H", "H", "H"],
  "xyz": [[10.72, -11.55, 11.48], [7.41, -14.26, 17.71], [6.08, -13.94, 15.02], [8.58, -10.29, 16.10], [5.90, -11.38, 15.92], [8.02, -15.42, 13.70], [10.07, -12.69, 15.52], [4.51, -11.32, 12.10], [8.45, -10.40, 11.26], [9.68, -14.39, 11.68], [7.11, -12.93, 11.57], [12.28, -11.83, 13.57], [7.43, -9.69, 13.55], [8.74, -12.34, 13.57], [10.21, -13.61, 11.49], [12.51, -10.91, 13.69], [7.81, -13.66, 17.08], [4.78, -10.56, 11.58], [7.82, -9.51, 14.40], [10.02, -13.57, 15.14], [8.79, -14.06, 11.78], [11.19, -11.80, 12.27], [10.50, -12.82, 16.36], [8.71, -15.22, 13.06], [8.14, -10.05, 12.10], [8.67, -10.21, 17.05], [9.21, -10.94, 11.49], [5.20, -11.97, 11.94], [6.50, -9.48, 13.66], [6.88, -14.32, 14.65], [11.94, -12.10, 14.43], [8.48, -15.83, 14.43], [5.98, -12.26, 15.55], [7.08, -13.36, 10.72], [6.55, -14.47, 17.33], [6.81, -11.06, 15.98], [9.08, -11.07, 15.87], [5.42, -14.04, 14.33], [11.28, -11.84, 10.76], [7.58, -12.11, 11.41]],
  "total_energy_ha": -996.629116,
  "orbital_gap_ev": 9.6,
  "e_lumo_ev": -0.520,
  "mol_weight_g_mol": 238.2
}

{
  "formula": "C11H23INO2P",
  "method": "ωB97M-V/def2-TZVPD",
  "symbols": ["I", "P", "O", "O", "N", "C", "C", "C", "C", "C", "C", "C", "C", "C", "C", "C", "H", "H", "H", "H", "H", "H", "H", "H", "H", "H", "H", "H", "H", "H", "H", "H", "H", "H", "H", "H", "H", "H", "H"],
  "xyz": [[1.74, -3.36, 3.39], [0.93, 2.65, 0.35], [0.40, 3.93, -0.42], [2.72, 0.64, -0.50], [-0.76, 0.62, -1.94], [3.50, -2.06, 3.12], [3.46, -1.16, 1.75], [2.60, -1.79, 0.52], [-4.39, 0.98, -0.66], [-2.09, -0.03, -1.63], [1.37, -1.07, -1.61], [0.36, 0.10, -1.06], [-2.77, 0.88, -0.40], [-5.24, 0.61, 0.71], [2.80, -0.81, -0.81], [1.48, 1.35, -0.95], [3.14, -0.06, 2.05], [0.97, -2.17, -1.47], [-2.48, 0.42, 0.64], [-4.63, 0.82, 1.71], [3.67, -1.05, -1.56], [4.59, -1.08, 1.37], [1.51, 1.86, -2.03], [-2.24, 1.94, -0.49], [-5.54, -0.52, 0.64], [-2.80, 0.03, -2.58], [3.04, -2.87, 0.26], [-2.03, -1.17, -1.34], [-4.66, 2.07, -1.01], [1.45, -1.86, 0.69], [0.00, -0.06, 0.05], [-4.71, 0.25, -1.51], [2.08, 2.97, 1.20], [-0.07, 2.03, 1.20], [3.50, -1.30, 4.03], [-6.22, 1.28, 0.77], [-0.53, 0.60, -2.95], [4.49, -2.70, 3.24], [1.35, -0.91, -2.77]],
  "total_energy_ha": -1276.994848,
  "orbital_gap_ev": 9.1,
  "e_lumo_ev": 0.195,
  "smiles": "CCCCN[C@H]1C[C@H](CCCI)O[C@@H]1[PH2]=O",
  "mol_weight_g_mol": 359.2
}

{
  "formula": "C18H19N3O3",
  "method": "ωB97M-V/def2-TZVPD",
  "symbols": ["O", "O", "O", "N", "N", "N", "C", "C", "C", "C", "C", "C", "C", "C", "C", "C", "C", "C", "C", "C", "C", "C", "C", "C", "H", "H", "H", "H", "H", "H", "H", "H", "H", "H", "H", "H", "H", "H", "H", "H", "H", "H", "H"],
  "xyz": [[4.10, 0.73, 0.62], [-6.21, -1.86, 0.51], [-0.10, -0.38, 1.44], [-1.50, 1.05, 0.21], [0.57, 1.64, 0.53], [-0.02, 2.63, -0.20], [-3.46, 0.14, -0.89], [-7.03, -2.09, -0.61], [-0.31, 0.64, 0.82], [-3.12, -0.25, 1.45], [-5.07, -1.14, 0.35], [7.03, -1.99, -0.47], [-2.70, 0.32, 0.25], [5.72, -2.23, -0.85], [1.95, 1.70, 0.90], [7.32, -0.85, 0.26], [-4.64, -0.58, -0.84], [5.00, -0.20, 0.23], [-1.24, 2.27, -0.38], [2.74, 0.55, 0.27], [-4.29, -0.97, 1.50], [-2.25, 3.09, -1.09], [4.71, -1.35, -0.51], [6.33, 0.04, 0.61], [-3.13, 0.55, -1.84], [-3.23, 2.96, -0.63], [8.34, -0.65, 0.56], [2.36, -0.40, 0.66], [-7.86, -2.69, -0.24], [-2.51, -0.13, 2.34], [-7.41, -1.16, -1.03], [-6.50, -2.65, -1.38], [2.35, 2.66, 0.56], [5.48, -3.11, -1.42], [6.54, 0.93, 1.18], [-1.95, 4.13, -1.04], [3.70, -1.56, -0.82], [7.81, -2.68, -0.74], [2.05, 1.64, 1.99], [-5.21, -0.70, -1.75], [-4.63, -1.42, 2.42], [2.61, 0.57, -0.82], [-2.32, 2.80, -2.14]],
  "total_energy_ha": -1087.303905,
  "orbital_gap_ev": 8.9,
  "e_lumo_ev": 0.649,
  "smiles": "COc1ccc(-n2c(C)nn(CCOc3ccccc3)c2=O)cc1",
  "mol_weight_g_mol": 325.4
}

{
  "formula": "C53H48BrIKN6O3Si",
  "method": "ωB97M-V/def2-TZVPD",
  "symbols": ["I", "Br", "K", "Si", "O", "O", "O", "N", "N", "N", "N", "N", "N", "C", "C", "C", "C", "C", "C", "C", "C", "C", "C", "C", "C", "C", "C", "C", "C", "C", "C", "C", "C", "C", "C", "C", "C", "C", "C", "C", "C", "C", "C", "C", "C", "C", "C", "C", "C", "C", "C", "C", "C", "C", "C", "C", "C", "C", "C", "C", "C", "C", "C", "C", "C", "C", "H", "H", "H", "H", "H", "H", "H", "H", "H", "H", "H", "H", "H", "H", "H", "H", "H", "H", "H", "H", "H", "H", "H", "H", "H", "H", "H", "H", "H", "H", "H", "H", "H", "H", "H", "H", "H", "H", "H", "H", "H", "H", "H", "H", "H", "H", "H", "H"],
  "xyz": [[1.11, -1.47, -4.48], [-1.37, -2.02, -6.98], [-0.66, 0.01, 0.16], [-4.66, -0.55, 0.52], [2.31, -0.55, 2.35], [-0.91, -2.55, -0.64], [2.15, 1.03, -1.91], [3.93, 0.49, -0.54], [-3.32, -1.49, 0.14], [-0.86, 0.69, 2.83], [1.80, 0.22, 0.23], [-1.32, 2.78, 1.06], [-2.08, 2.13, -1.46], [2.62, -0.12, 1.25], [-3.09, 4.25, -1.81], [-0.97, 4.34, 2.84], [-3.08, -5.41, -1.47], [-4.40, -3.62, -0.53], [-1.81, 3.76, 0.31], [1.43, -2.70, -0.84], [0.32, -4.09, 0.78], [-4.30, -4.89, -1.06], [2.66, -3.20, -0.43], [5.00, -1.03, 1.09], [-5.47, 0.24, -1.00], [2.56, 0.62, -0.83], [6.61, -2.65, 0.29], [4.11, 0.17, 0.86], [0.45, 1.31, -5.27], [0.38, -0.20, 4.66], [3.67, 2.46, 1.85], [-0.91, 3.05, 2.31], [4.57, 1.41, 1.66], [-2.34, 3.37, -1.05], [5.79, -1.55, 0.07], [-4.13, 0.87, 1.62], [0.27, -3.14, -0.23], [0.88, 1.05, 4.95], [5.34, 3.73, 3.03], [1.55, -4.59, 1.18], [5.85, 1.54, 2.16], [-1.49, 0.78, -7.17], [-0.40, 1.91, 3.13], [6.24, 2.69, 2.84], [-2.05, -3.36, -0.74], [5.06, -1.63, 2.35], [0.50, 2.13, 4.17], [-0.47, -0.35, 3.56], [-0.92, -1.71, 3.12], [-6.08, -1.39, 1.44], [4.05, 3.61, 2.52], [-1.95, -4.61, -1.31], [5.87, -2.73, 2.57], [-3.27, -2.75, -0.34], [0.14, -0.01, -5.59], [-2.24, 0.30, -3.05], [-0.84, -0.27, -6.53], [-3.57, 3.83, -3.04], [-2.55, 1.71, -2.64], [-1.86, 5.08, 0.75], [-3.30, 2.55, -3.47], [6.65, -3.25, 1.54], [2.73, -4.15, 0.58], [-1.17, 2.09, -6.85], [-0.20, 2.36, -5.90], [-1.44, 5.36, 2.04], [1.59, 1.18, 5.76], [0.05, 3.38, -5.64], [-4.91, 1.13, -1.32], [6.57, 0.73, 2.04], [3.57, -2.84, -0.89], [-6.73, -1.95, 0.76], [0.91, 3.12, 4.35], [1.37, -1.94, -1.60], [-4.17, 4.50, -3.65], [-1.49, 6.38, 2.42], [-0.60, -4.44, 1.24], [5.64, 4.62, 3.56], [-5.73, -2.07, 2.21], [-2.16, -0.35, -2.18], [1.19, 1.51, -4.50], [-6.70, -0.62, 1.92], [2.66, 2.37, 1.46], [-3.83, 0.51, 2.61], [-0.09, -2.20, 2.61], [7.25, 2.77, 3.23], [0.68, -1.07, 5.23], [4.43, -1.24, 3.14], [-1.69, 2.91, -7.35], [-3.27, 1.39, 1.19], [-6.50, 0.54, -0.80], [5.74, -1.10, -0.92], [-3.67, 2.18, -4.41], [-5.48, -0.46, -1.84], [-5.21, -5.49, -1.17], [3.34, 4.41, 2.66], [4.56, 1.10, -1.03], [-1.76, -1.64, 2.42], [-1.29, 0.28, -3.58], [-4.95, 1.59, 1.75], [-3.01, -0.10, -3.71], [5.88, -3.20, 3.55], [7.20, -3.05, -0.52], [-3.00, -6.40, -1.90], [-2.22, 5.87, 0.11], [-0.98, -4.97, -1.62], [-0.68, 4.52, 3.86], [7.28, -4.12, 1.71], [-1.21, -2.33, 3.97], [-2.26, 0.56, -7.90], [3.69, -4.53, 0.91], [-5.37, -3.24, -0.23], [-3.33, 5.25, -1.45], [1.59, -5.32, 1.98]],
  "total_charge": -1,
  "total_energy_ha": -6364.124379,
  "orbital_gap_ev": 5.6,
  "e_lumo_ev": 2.061,
  "mol_weight_g_mol": 1091.0
}

The calculation returns the following energy above the lowest of the compared OMol25 structures with the same formula, charge and spin values, one per record and in order: 1.011, 1.430, 1.599, 0.000 eV.